[1]
13
Properties=species:S:1:pos:R:3:forces:R:3 method="wB97M-V/def2-TZVPD" smiles="O=C1Cc2cccn21" orbital_gap_ev=8.33 total_energy_ev=-9835.4013
O -2.40623 -0.84186 -0.57296 5.66 4.04 4.32
C -1.52964 -0.11427 0.03771 -1.21 -1.22 -3.00
C -1.04024 1.44383 0.12065 -1.66 -2.66 3.59
C 0.40597 0.87975 0.28904 1.36 2.30 -2.67
C 1.84819 0.83432 -0.41707 -3.70 -0.84 2.88
C 2.10475 -0.56337 -0.31372 -3.67 -0.63 2.41
C 0.92719 -1.26896 0.32253 1.52 -1.51 -0.47
N -0.07746 -0.34340 0.62172 1.95 -2.58 -2.13
H -1.44334 1.88046 -0.71788 -0.44 1.80 -1.71
H -1.53375 1.72252 1.15213 1.11 0.46 -2.13
H 2.69832 1.58977 -0.58604 -2.15 -0.95 0.18
H 3.07227 -0.95070 -0.54692 0.17 -0.70 0.00
H 0.70122 -2.37123 0.69548 1.07 2.50 -1.28

***

[2]
13
Properties=species:S:1:pos:R:3:forces:R:3 method="wB97M-V/def2-TZVPD" smiles="C1=CC2=NOCC2=C1" orbital_gap_ev=8.58 total_energy_ev=-9837.3332
C -2.15735 0.07889 -0.03426 -0.49 1.06 0.63
C -1.50918 -1.08853 0.01683 1.15 -0.03 -0.46
C -0.09070 -0.68153 0.05921 0.48 -1.16 -0.43
N 1.04923 -1.26668 0.02804 0.46 -0.15 -0.16
O 2.07166 -0.31224 -0.05198 -1.26 -0.38 0.31
C 1.46961 1.02704 -0.00325 0.73 -0.07 0.74
C 0.01850 0.74380 0.02066 -0.50 1.04 -0.42
C -1.23556 1.23830 -0.01635 0.63 -0.14 0.31
H -3.21799 0.23825 0.03154 -0.31 -0.21 -0.39
H -1.88167 -2.07435 -0.18992 -0.07 -0.16 0.46
H 1.80885 1.47234 0.95911 -0.08 -0.06 -0.68
H 1.91571 1.54515 -0.86246 -0.51 0.16 0.27
H -1.51474 2.27547 0.02432 -0.23 0.11 -0.17

***

We obtain relative energy (zero: lowest compared OMol25 entry of this formula, charge and spin) values of 87.78; 43.23 kcal per mole for the records listed above, in that order.
We obtain HOMO level values of -8.02; -8.93 eV for the records listed above, in that order.
We obtain strongest force on any atom values of 8.18; 1.35 eV/A for the records listed above, in that order.